{"formula": "C49H101N3O23", "method": "ωB97M-V/def2-TZVPD", "elements": ["C", "O", "N", "C", "C", "H", "H", "H", "H", "H", "H", "H", "C", "O", "N", "C", "C", "H", "H", "H", "H", "H", "H", "H", "C", "O", "N", "C", "C", "H", "H", "H", "H", "H", "H", "H", "O", "C", "O", "C", "C", "C", "H", "H", "H", "H", "H", "H", "H", "H", "O", "C", "O", "C", "C", "C", "H", "H", "H", "H", "H", "H", "H", "H", "O", "C", "O", "C", "C", "C", "H", "H", "H", "H", "H", "H", "H", "H", "O", "C", "O", "C", "C", "C", "H", "H", "H", "H", "H", "H", "H", "H", "O", "C", "O", "C", "C", "C", "H", "H", "H", "H", "H", "H", "H", "H", "O", "C", "O", "C", "C", "C", "H", "H", "H", "H", "H", "H", "H", "H", "O", "C", "O", "C", "C", "C", "H", "H", "H", "H", "H", "H", "H", "H", "O", "C", "O", "C", "C", "C", "H", "H", "H", "H", "H", "H", "H", "H", "O", "C", "O", "C", "C", "C", "H", "H", "H", "H", "H", "H", "H", "H", "O", "C", "O", "C", "C", "C", "H", "H", "H", "H", "H", "H", "H", "H"], "xyz": [[-2.4230, -4.4281, 5.9808], [-3.6060, -4.6699, 6.1301], [-1.8625, -4.3593, 4.7629], [-0.4855, -4.0657, 4.5283], [-2.6804, -4.6596, 3.5953], [-1.6911, -4.2251, 6.7731], [0.0489, -3.4984, 5.3026], [-0.2304, -3.4190, 3.6871], [0.1251, -4.9754, 4.4868], [-3.6517, -4.1677, 3.6739], [-2.2376, -4.2787, 2.6763], [-2.9112, -5.7225, 3.5163], [4.0032, -4.8163, 1.8306], [4.9829, -4.2748, 1.3585], [2.7671, -4.7914, 1.3044], [1.5943, -5.2245, 2.0465], [2.4470, -4.0073, 0.0910], [4.0195, -5.4324, 2.7483], [0.9450, -5.8201, 1.4026], [1.0638, -4.2961, 2.2719], [1.8359, -5.7737, 2.9537], [2.1121, -4.7657, -0.6153], [1.6592, -3.2666, 0.2165], [3.3859, -3.5300, -0.1800], [-5.9423, -0.1866, -1.4241], [-6.7071, -1.1251, -1.4906], [-4.8981, 0.0057, -2.2677], [-4.8337, -0.6817, -3.5477], [-3.8713, 1.0007, -2.0612], [-6.0000, 0.6295, -0.6855], [-4.1095, -1.4897, -3.4176], [-4.4916, -0.0374, -4.3509], [-5.7870, -1.0885, -3.8758], [-4.0502, 1.6055, -1.1730], [-2.9109, 0.5190, -1.8540], [-3.8284, 1.6473, -2.9392], [-2.6342, -0.9906, -6.0682], [-1.4588, -1.2657, -6.0949], [-0.9281, -2.4752, -6.2087], [-1.8611, -3.5671, -6.3459], [-2.2609, -3.7202, -7.8074], [-0.4577, -0.1542, -5.9512], [-2.7231, -3.5506, -5.6802], [-1.3281, -4.4674, -6.0368], [-2.5340, -4.7741, -7.9063], [-1.4969, -3.5201, -8.5562], [-3.0996, -3.0687, -8.0520], [-0.3243, 0.1307, -4.9097], [-0.7831, 0.7589, -6.4526], [0.5215, -0.3403, -6.3880], [-2.3268, 3.2889, -0.8022], [-2.6228, 4.4435, -1.0293], [-1.7870, 5.4019, -1.4110], [-0.4196, 5.2832, -0.9891], [-0.2171, 5.5409, 0.5016], [-4.0604, 4.8830, -0.9972], [0.1224, 6.0920, -1.4816], [-0.0202, 4.3583, -1.4017], [-0.6269, 6.5006, 0.8190], [0.8333, 5.5628, 0.7868], [-0.7635, 4.7748, 1.0552], [-4.2736, 5.2756, -1.9990], [-4.1452, 5.7877, -0.3932], [-4.7400, 4.0678, -0.7919], [3.2580, 2.9462, 1.3828], [3.7092, 3.8052, 0.6591], [4.6374, 4.6659, 1.0388], [5.1375, 4.6940, 2.3857], [6.1101, 5.8155, 2.4964], [3.2519, 3.9831, -0.7374], [5.5363, 3.7397, 2.7245], [4.2879, 4.9726, 3.0156], [6.5666, 5.8524, 3.4862], [5.6474, 6.7585, 2.2101], [6.9897, 5.6819, 1.8575], [2.7073, 4.9220, -0.8633], [2.5776, 3.1679, -0.9947], [4.0073, 3.9982, -1.5235], [7.6019, 1.6541, -0.0984], [7.8984, 1.4849, 1.0580], [7.0137, 1.2876, 2.0428], [5.6632, 1.0796, 1.7312], [5.3362, -0.4299, 1.5899], [9.2727, 1.6686, 1.6001], [5.3103, 1.5709, 0.8227], [5.1157, 1.4773, 2.5874], [5.2685, -0.8858, 2.5777], [6.2306, -0.9365, 1.2114], [4.5435, -0.6195, 0.8731], [10.0694, 1.9840, 0.9352], [9.5573, 0.6982, 2.0168], [9.2045, 2.4346, 2.3745], [-0.9234, -3.5556, 0.5450], [-1.3954, -3.6440, -0.5579], [-2.4281, -2.9280, -1.0208], [-3.1549, -2.1196, -0.0906], [-4.3629, -2.8559, 0.4674], [-0.8233, -4.5435, -1.6410], [-3.5143, -1.3131, -0.7361], [-2.5095, -1.7378, 0.6982], [-5.0266, -3.3501, -0.2374], [-4.8884, -2.2768, 1.2239], [-3.9081, -3.6999, 1.0095], [-1.5138, -4.7007, -2.4627], [-0.5335, -5.4611, -1.1309], [0.0956, -4.0781, -1.9990], [0.5004, -1.2965, -1.4802], [0.6810, -0.1196, -1.2769], [1.1571, 0.4630, -0.1745], [1.6295, -0.3378, 0.8948], [0.5120, -0.7228, 1.8331], [0.2692, 0.9178, -2.2593], [2.4102, 0.2309, 1.4021], [2.1348, -1.2473, 0.5583], [-0.1284, -1.5057, 1.4251], [-0.0230, 0.1591, 2.1917], [0.8223, -1.1412, 2.7983], [0.5153, 0.4888, -3.2323], [0.7729, 1.8800, -2.1773], [-0.7941, 1.1361, -2.1504], [-3.6547, 3.7358, -4.7654], [-2.7360, 3.3777, -5.4545], [-2.8816, 2.7657, -6.6329], [-4.2197, 2.6166, -7.1495], [-4.9346, 1.5380, -6.3967], [-1.3201, 3.5543, -5.0239], [-4.0733, 2.3736, -8.2029], [-4.6888, 3.6026, -7.1650], [-5.9091, 1.2717, -6.8214], [-5.2547, 1.8591, -5.4039], [-4.3829, 0.6036, -6.3157], [-0.5901, 3.7659, -5.8029], [-1.0257, 2.7490, -4.3503], [-1.2629, 4.4536, -4.4052], [2.2935, -0.5241, -4.6660], [2.7563, -1.5242, -4.1690], [3.8896, -1.5817, -3.5036], [4.6622, -0.3898, -3.2486], [4.0615, 0.6617, -2.3304], [2.0484, -2.8519, -4.1929], [5.2484, -0.1330, -4.1300], [5.4527, -0.8388, -2.6318], [4.8632, 1.2943, -1.9652], [3.4003, 0.2169, -1.5895], [3.3622, 1.1713, -3.0051], [2.3035, -3.2780, -5.1641], [0.9709, -2.7493, -4.0829], [2.3451, -3.4725, -3.3491], [0.3435, 3.1881, 5.7724], [0.9132, 2.3328, 5.1514], [1.1356, 1.0885, 5.6082], [0.9168, 0.8226, 6.9912], [-0.5236, 0.3532, 7.1545], [1.3570, 2.5411, 3.7249], [1.0315, 1.7175, 7.6045], [1.5629, 0.0642, 7.4309], [-0.8345, 0.3150, 8.1993], [-0.6692, -0.6544, 6.7583], [-1.1638, 1.0250, 6.5835], [2.1867, 3.2373, 3.7949], [0.5085, 2.8810, 3.1382], [1.6473, 1.5580, 3.3581], [-4.4541, -0.8268, 3.6381], [-3.5397, -0.9494, 4.4078], [-3.5569, -1.0645, 5.7401], [-4.7385, -0.7057, 6.4339], [-4.5877, 0.4173, 7.4486], [-2.1445, -1.1175, 3.9001], [-5.1791, -1.5903, 6.8937], [-5.5178, -0.3292, 5.7670], [-5.5221, 0.6395, 7.9621], [-4.2645, 1.3576, 6.9898], [-3.8272, 0.2984, 8.2266], [-1.5706, -1.6666, 4.6520], [-1.5560, -0.2002, 3.8602], [-2.1239, -1.6997, 2.9839]], "lowdin_charge": [-0.3459, 0.0167, -0.1760, -0.0957, -0.0328, 0.1372, 0.0923, 0.0613, 0.0832, 0.0891, 0.0636, 0.0982, -0.3584, 0.0018, -0.1788, -0.0583, -0.0186, 0.1324, 0.0919, 0.0593, 0.0823, 0.0887, 0.0573, 0.0855, -0.3528, 0.0137, -0.1956, -0.0301, -0.0596, 0.1365, 0.0909, 0.0442, 0.0970, 0.0721, 0.0736, 0.0854, 0.0888, -0.5251, 0.0033, -0.2086, -0.0654, 0.0297, 0.1217, 0.1152, 0.0770, 0.0813, 0.0751, 0.0577, 0.0817, 0.0788, 0.0817, -0.5487, -0.0056, -0.2147, -0.0469, 0.0339, 0.1184, 0.1054, 0.0838, 0.0680, 0.0753, 0.0940, 0.0912, 0.0822, 0.0775, -0.5506, 0.0131, -0.2141, -0.0720, 0.0296, 0.1136, 0.1261, 0.0848, 0.0842, 0.0824, 0.0831, 0.0727, 0.0958, 0.1015, -0.5483, -0.0127, -0.2354, -0.0310, 0.0194, 0.0994, 0.1120, 0.0800, 0.0831, 0.0553, 0.0871, 0.0954, 0.0903, 0.0601, -0.5328, 0.0004, -0.1942, -0.0379, 0.0390, 0.0933, 0.1046, 0.0834, 0.0791, 0.0629, 0.0830, 0.0851, 0.0634, 0.1176, -0.5306, 0.0070, -0.2184, -0.0598, 0.0312, 0.1017, 0.0983, 0.0513, 0.0703, 0.0845, 0.0567, 0.0768, 0.0769, 0.0911, -0.5516, -0.0105, -0.1953, -0.0754, 0.0283, 0.1216, 0.1255, 0.0873, 0.0707, 0.0519, 0.0906, 0.0777, 0.0836, 0.0819, -0.5484, 0.0066, -0.1933, -0.0461, 0.0331, 0.1304, 0.1190, 0.0814, 0.0729, 0.0720, 0.0989, 0.0725, 0.0768, 0.1034, -0.5412, -0.0150, -0.2167, -0.0669, 0.0286, 0.1184, 0.1199, 0.0816, 0.0630, 0.0764, 0.0827, 0.0943, 0.0646, 0.1122, -0.5297, -0.0012, -0.2193, -0.0727, 0.0199, 0.1275, 0.1182, 0.0770, 0.0773, 0.0677, 0.0625, 0.0861, 0.0720], "homo_lumo_gap_ev": 9.23, "homo_energy_ev": -8.8306, "lumo_energy_ev": 0.40}

***

{"formula": "C27H32N2O3PdSb2", "method": "ωB97M-V/def2-TZVPD", "elements": ["Pd", "C", "O", "C", "C", "C", "C", "C", "C", "N", "N", "C", "O", "C", "C", "C", "C", "C", "C", "C", "O", "H", "H", "H", "H", "H", "H", "H", "H", "H", "H", "H", "H", "C", "Sb", "C", "C", "C", "C", "C", "C", "C", "C", "C", "Sb", "C", "C", "H", "H", "H", "H", "H", "H", "H", "H", "H", "H", "H", "H", "H", "H", "H", "H", "H", "H", "H", "H"], "xyz": [[0.1227, 0.3425, -0.2882], [-0.6132, 4.9793, -1.2818], [-0.8374, 5.0666, 0.1284], [-0.0265, 4.4459, 1.0062], [0.1682, 5.0302, 2.2109], [1.0022, 4.4625, 3.2470], [1.6436, 3.3103, 3.0486], [1.4494, 2.5721, 1.8035], [2.2177, 1.4882, 1.6064], [2.1459, 0.6472, 0.4702], [3.2203, 0.1637, 0.1191], [3.1207, -0.6102, -1.1540], [2.0464, -0.7360, -1.6914], [4.3971, -1.1116, -1.6211], [5.5523, -1.0382, -0.8295], [6.7392, -1.5610, -1.3094], [6.7813, -2.1377, -2.5719], [5.6378, -2.2043, -3.3658], [4.4465, -1.6982, -2.8936], [0.5049, 3.1172, 0.7704], [0.1649, 2.4862, -0.2515], [-1.1016, 5.8532, -1.7025], [-1.0563, 4.0767, -1.6952], [0.4506, 5.0133, -1.5199], [-0.3217, 5.9808, 2.3830], [1.1221, 5.0072, 4.1728], [2.3103, 2.8983, 3.7940], [3.0097, 1.2424, 2.3076], [5.5188, -0.5768, 0.1456], [7.6338, -1.5141, -0.7045], [7.7146, -2.5371, -2.9462], [5.6875, -2.6497, -4.3496], [3.5477, -1.7394, -3.4939], [-0.4945, -2.1732, 2.5843], [-0.2561, -2.0312, 0.4892], [1.4173, -3.2551, 0.0554], [-1.8902, -3.2031, -0.2308], [-3.1917, -2.7769, 0.3863], [-3.6155, -3.3986, 1.5592], [-4.8044, -3.0427, 2.1751], [-5.5970, -2.0531, 1.6146], [-5.1908, -1.4323, 0.4444], [-3.9936, -1.7771, -0.1795], [-3.5963, -1.0708, -1.4414], [-2.2656, 0.5493, -1.0558], [-3.3099, 1.7527, 0.3323], [-2.2455, 1.6055, -2.8927], [-0.4648, -3.2284, 2.8531], [-1.4558, -1.7521, 2.8709], [0.3078, -1.6458, 3.0954], [1.2030, -4.2658, 0.4001], [2.3070, -2.8882, 0.5648], [1.5859, -3.2568, -1.0188], [-1.6514, -4.2305, 0.0467], [-1.8815, -3.1536, -1.3186], [-3.0146, -4.1952, 1.9836], [-5.1185, -3.5488, 3.0777], [-6.5358, -1.7780, 2.0754], [-5.8255, -0.6788, -0.0081], [-4.4601, -0.6141, -1.9265], [-3.1285, -1.7285, -2.1731], [-4.0376, 2.3715, -0.1899], [-2.6075, 2.3887, 0.8658], [-3.8238, 1.0993, 1.0364], [-3.1112, 2.2664, -2.9085], [-2.3201, 0.8908, -3.7100], [-1.3327, 2.1852, -3.0006]], "lowdin_charge": [0.3647, -0.0293, -0.0555, -0.2273, 0.0821, -0.0242, -0.0294, -0.0917, 0.0091, -0.0613, 0.1646, -0.3708, 0.0155, -0.1670, -0.0115, -0.0441, -0.0271, -0.0397, 0.0009, -0.2175, -0.1080, 0.1066, 0.0592, 0.1088, 0.1452, 0.1272, 0.1263, 0.1439, 0.1070, 0.1181, 0.1217, 0.1192, 0.1243, -0.2612, 1.4031, -0.2644, -0.2831, -0.3011, -0.0488, -0.0505, -0.0505, -0.0454, -0.3022, -0.2840, 1.4240, -0.2391, -0.2552, 0.0308, 0.0183, 0.0142, 0.0301, 0.0187, 0.0182, 0.0810, 0.0648, 0.1204, 0.1174, 0.1175, 0.1224, 0.0822, 0.0682, 0.0335, 0.0060, 0.0150, 0.0306, 0.0242, 0.0049], "homo_lumo_gap_ev": 5.96, "charge": 2, "homo_energy_ev": -13.8169, "lumo_energy_ev": -7.86}

***

{"formula": "C5H14", "method": "ωB97M-V/def2-TZVPD", "elements": ["C", "C", "H", "H", "H", "H", "H", "H", "C", "C", "C", "H", "H", "H", "H", "H", "H", "H", "H"], "xyz": [[-1.6448, -1.0710, 2.6319], [-0.6472, -0.0193, 3.0809], [-1.5557, -2.0109, 3.1763], [-2.6738, -0.7316, 2.8194], [-1.5907, -1.2327, 1.5538], [-0.5384, 0.0342, 4.1716], [-0.9963, 0.9642, 2.7569], [0.3637, -0.1549, 2.6967], [1.1568, 0.4533, -1.6274], [1.6823, -0.3703, -2.7967], [-0.2204, 1.0781, -1.7462], [1.1389, -0.1354, -0.7102], [1.8957, 1.2366, -1.4072], [1.6962, 0.2404, -3.7006], [-0.4280, 1.6651, -0.8531], [-0.3385, 1.7230, -2.6263], [0.9975, -1.1932, -3.0238], [2.6798, -0.7676, -2.5819], [-0.9773, 0.2921, -1.8143]], "lowdin_spin": [0.1625, 0.1596, 0.0149, 0.0188, 0.0421, 0.0156, 0.0365, 0.0374, 0.1099, 0.0823, 0.1300, 0.0409, 0.0218, 0.0065, 0.0428, 0.0118, 0.0171, 0.0157, 0.0338], "s2": 0.750, "homo_lumo_gap_ev": [2.73, 11.87], "charge": -1, "homo_energy_ev": [1.4929, -7.6970], "lumo_energy_ev": [4.22, 4.18], "multiplicity": 2}

***

Sequential energy relative to the best compared isomer or geometry (same formula, charge and spin) output: 62.9; 0.0; 0.0 kcal per mole